A single C31H31NO7 molecule in a non-equilibrium geometry, computed with the ωB97M-V functional and the def2-TZVPD basis.

Each line ends with the natural charge from an NBO analysis.
Atoms and positions in Å:
C  1.97287  -6.20095  1.71757  -0.62
H  2.55001  -6.88733  2.33170  0.21
H  0.96303  -6.59274  1.62255  0.20
H  2.42500  -6.15680  0.72970  0.21
C  1.97961  -4.81607  2.35858  -0.23
N  1.34463  -3.81013  1.52133  -0.44
C  2.14753  -2.86754  0.97225  0.70
O  3.33193  -2.79254  1.26074  -0.66
C  1.56131  -1.86675  -0.01195  -0.49
H  2.30154  -1.74622  -0.80615  0.24
H  0.63218  -2.19807  -0.45762  0.23
C  1.41729  -0.51023  0.70799  -0.27
C  0.48813  -0.61911  1.89785  0.07
C  1.03467  -0.83433  3.15500  -0.23
C  0.24705  -0.97137  4.29535  -0.26
C  -1.11297  -0.88046  4.12854  0.21
C  -1.67228  -0.66479  2.86978  0.30
C  -0.89865  -0.53199  1.74406  -0.32
H  -1.35852  -0.37669  0.78473  0.23
O  -3.03925  -0.61919  2.98187  -0.49
C  -3.32167  -0.83384  4.34672  0.24
O  -2.11449  -0.97934  5.06233  -0.48
H  -3.88598  0.02401  4.74636  0.16
H  -3.92825  -1.74788  4.45867  0.15
H  0.68107  -1.14108  5.26642  0.23
H  2.10646  -0.90760  3.25408  0.23
C  1.04456  0.64250  -0.19817  -0.16
C  0.10107  0.57727  -1.22495  0.37
C  -0.20793  1.68464  -2.04129  -0.18
C  0.51781  2.88172  -1.84900  0.37
C  1.43763  2.96239  -0.81971  -0.43
C  1.68650  1.87039  0.01176  0.45
O  2.56165  1.91589  1.04307  -0.50
C  3.28507  3.09667  1.29550  -0.25
H  2.62215  3.93114  1.54446  0.18
H  3.91338  2.87090  2.15542  0.21
H  3.92137  3.37064  0.44821  0.18
H  1.97505  3.88092  -0.66089  0.23
O  0.27408  3.89101  -2.71635  -0.49
C  0.97484  5.10379  -2.58621  -0.25
H  0.60483  5.73503  -3.39246  0.21
H  2.05367  4.96145  -2.70343  0.18
H  0.76946  5.58776  -1.62631  0.18
C  -1.23192  1.51709  -3.03902  0.08
C  -1.78332  0.29340  -3.23239  -0.35
C  -1.42848  -0.84132  -2.41983  0.74
O  -1.86764  -1.96180  -2.51816  -0.57
O  -0.52943  -0.60509  -1.41115  -0.48
H  -2.54635  0.13136  -3.97670  0.24
C  -1.74067  2.65399  -3.83078  -0.06
C  -1.55086  2.69836  -5.20553  -0.16
C  -2.07029  3.74544  -5.94621  -0.22
C  -2.79755  4.74444  -5.32286  -0.22
C  -3.00563  4.69393  -3.95406  -0.21
C  -2.48054  3.65512  -3.20966  -0.18
H  -2.64322  3.61141  -2.14239  0.21
H  -3.58087  5.46714  -3.46573  0.21
H  -3.20558  5.55959  -5.90224  0.21
H  -1.91037  3.77836  -7.01399  0.21
H  -0.98378  1.91637  -5.68906  0.21
H  2.41219  -0.27978  1.10146  0.26
C  -0.07490  -3.97338  1.26700  -0.21
H  -0.23075  -4.80559  0.56885  0.19
C  -0.88410  -4.21886  2.53958  -0.63
H  -1.94136  -4.12717  2.30333  0.22
H  -0.63288  -3.47674  3.29330  0.22
H  -0.71412  -5.21190  2.94699  0.20
H  -0.46388  -3.06880  0.80675  0.22
H  3.01069  -4.48619  2.50050  0.25
H  1.48818  -4.84444  3.33389  0.19

Properties
LUMO: 0.11 eV
Multiplicity: 1
SMILES string: CCN(CC)C(=O)C[C@H](c1ccc2c(c1)OCO2)c1c(OC)cc(OC)c2c(-c3ccccc3)cc(=O)oc12



An isolated ion of composition CH3N2O2 and charge +1 in a non-equilibrium geometry, computed with the ωB97M-V functional and the def2-TZVPD basis.

Each line ends with the natural charge from an NBO analysis.
Atoms and positions in Å:
C  -0.24104  -0.26253  0.36194  0.10
N  1.09135  -0.07081  0.49233  0.00
N  -0.95104  0.30587  -0.65387  0.02
O  1.61518  0.81230  -0.20947  -0.14
O  -0.56146  1.14397  -1.44181  -0.12
H  -0.51950  -1.18286  0.91665  0.26
H  1.60530  -0.72467  1.26579  0.44
H  -2.03879  -0.02127  -0.73156  0.43

Properties
Charge: +1
LUMO (spin up / spin down): -7.70 / -7.74 eV
Multiplicity: 1
SMILES string: O=[NH+]/C=[NH+]\[O-]